Computed, not measured: a cluster of 2 separate species, C3H9N3 in total at a distorted geometry, with ωB97M-V/def2-TZVPD.

Its spin multiplicity is 2. The charge is +1. For the energy above the lowest of the compared OMol25 structures with the same formula, charge and spin, the calculation gives 100.9 kJ/mol.

The geometry in XYZ format:
```
15
Properties=species:S:1:pos:R:3:lowdin_charge:R:1
C 1.1820 0.1676 -0.6833 0.20
C 0.4261 -0.1579 -1.7801 -0.12
N 0.3912 0.5850 -2.8967 0.22
H 1.1210 -0.2919 0.2975 0.05
H 1.9171 0.9612 -0.8026 0.11
H -0.2171 -1.0328 -1.7989 0.14
H -0.4425 0.8735 -3.3941 0.16
H 1.2321 1.1322 -3.0444 0.14
N -1.2300 -1.0323 1.3443 0.06
C -0.8497 -0.0596 2.2624 -0.36
N 0.3799 0.2132 2.4900 0.06
H -0.4993 -1.7220 1.2291 0.08
H -2.1524 -1.4241 1.4234 0.09
H -1.6051 0.7327 2.2895 0.12
H 0.3468 1.0551 3.0637 0.05
```